#i
# C32H88N8O8

A cluster of 8 separate species, C32H88N8O8 in total (ωB97M-V/def2-TZVPD, OMol25).

The geometry in ORCA input format:
```
! RIJCOSX wB97M-V def2-TZVPD def2/J DEFGRID3
* xyz 0 1
C 6.152 -3.359 -2.510
C 5.658 -4.841 -2.503
C 4.849 -5.374 -1.294
O 3.858 -4.463 -0.976
C 3.014 -4.971 0.127
N 4.992 -5.060 -3.786
H 5.375 -2.628 -2.484
H 6.828 -3.307 -3.335
H 6.752 -3.182 -1.633
H 6.613 -5.442 -2.596
H 5.610 -5.545 -0.479
H 4.357 -6.328 -1.473
H 2.165 -4.294 0.198
H 3.447 -4.920 1.136
H 2.713 -6.021 -0.215
H 4.774 -6.008 -3.889
H 4.203 -4.419 -3.748
C 3.170 4.535 -0.067
C 3.242 5.168 1.360
C 2.669 4.279 2.496
O 1.258 4.246 2.139
C 0.441 4.025 3.242
N 4.660 5.387 1.767
H 2.111 4.626 -0.388
H 3.617 3.525 -0.037
H 3.673 5.141 -0.860
H 2.684 6.095 1.334
H 2.777 4.792 3.481
H 3.168 3.316 2.596
H 0.655 4.856 4.027
H 0.433 3.027 3.646
H -0.577 4.323 2.821
H 4.733 5.677 2.732
H 5.094 6.105 1.173
C -0.194 -4.272 -5.527
C -0.789 -4.078 -4.122
C -1.707 -2.861 -3.946
O -2.148 -2.728 -2.637
C -3.049 -1.700 -2.304
N -1.629 -5.199 -3.703
H 0.476 -5.126 -5.409
H 0.325 -3.359 -5.858
H -0.925 -4.527 -6.223
H 0.146 -3.893 -3.490
H -2.549 -3.028 -4.618
H -1.203 -1.946 -4.311
H -2.505 -0.724 -2.448
H -3.286 -1.830 -1.254
H -3.968 -1.836 -2.913
H -2.045 -5.066 -2.790
H -1.244 -6.099 -3.819
C -2.144 -0.465 6.474
C -1.516 0.602 5.549
C -1.126 1.840 6.320
O -2.172 2.394 7.018
C -3.083 3.160 6.318
N -0.390 0.109 4.771
H -2.896 -0.032 7.195
H -1.306 -0.988 6.939
H -2.644 -1.254 5.972
H -2.224 0.898 4.734
H -0.733 2.535 5.465
H -0.295 1.677 7.025
H -3.984 2.643 6.048
H -2.605 3.448 5.435
H -3.272 4.003 6.984
H -0.563 -0.569 4.053
H 0.228 -0.383 5.342
C 0.399 2.650 -4.442
C -0.588 3.392 -3.509
C -1.059 4.633 -4.169
O -0.049 5.564 -4.166
C -0.263 6.781 -4.864
N -1.843 2.549 -3.305
H 1.384 3.114 -4.571
H -0.034 2.505 -5.393
H 0.616 1.655 -4.017
H -0.091 3.652 -2.556
H -2.034 5.032 -3.718
H -1.309 4.363 -5.180
H -1.103 7.341 -4.438
H -0.441 6.568 -5.905
H 0.675 7.316 -4.828
H -2.365 3.042 -2.618
H -1.478 1.682 -2.823
C 1.184 -3.154 4.169
C 1.161 -3.074 2.666
C -0.167 -2.485 2.233
O -1.301 -3.014 2.941
C -2.460 -2.730 2.190
N 2.325 -2.315 2.061
H 1.091 -2.175 4.625
H 2.090 -3.630 4.506
H 0.362 -3.759 4.459
H 1.144 -4.103 2.301
H -0.338 -2.744 1.173
H -0.077 -1.457 2.302
H -2.464 -3.427 1.336
H -2.542 -1.650 1.977
H -3.303 -2.945 2.803
H 2.831 -1.667 2.648
H 2.129 -1.946 1.195
C -5.256 -0.556 0.991
C -5.426 0.439 -0.135
C -4.339 1.524 -0.210
O -4.389 2.340 0.984
C -3.267 3.117 1.174
N -5.521 -0.213 -1.445
H -4.349 -1.140 0.811
H -6.011 -1.362 1.079
H -5.147 0.001 1.865
H -6.364 1.096 0.177
H -4.565 2.077 -1.132
H -3.326 1.043 -0.318
H -3.443 3.947 1.877
H -2.999 3.502 0.153
H -2.362 2.457 1.409
H -5.829 0.523 -2.042
H -6.213 -0.963 -1.522
C 2.127 0.062 -2.427
C 1.577 -0.729 -1.221
C 0.113 -0.459 -0.937
O -0.251 0.878 -0.706
C 0.233 1.247 0.601
N 1.728 -2.201 -1.300
H 1.496 -0.254 -3.232
H 3.180 -0.243 -2.587
H 2.078 1.161 -2.326
H 2.144 -0.375 -0.294
H -0.193 -1.019 -0.080
H -0.600 -0.758 -1.691
H -0.214 0.588 1.329
H -0.148 2.253 0.696
H 1.304 1.260 0.577
H 2.710 -2.510 -1.326
H 1.287 -2.601 -2.146
*
```

Computed properties:
- LUMO: 0.67 eV
- Orbital gap: 9.658 eV
- Structure (SMILES): COC[C@H](C)N.COC[C@H](C)N.COC[C@H](C)N.COC[C@H](C)N.COC[C@H](C)N.COC[C@H](C)N.COC[C@H](C)N.COC[C@H](C)N
- HOMO energy: -0.3305 Ha

---

#ii
# C32H88N8O8

A cluster of 8 separate species, C32H88N8O8 in total (ωB97M-V/def2-TZVPD, OMol25).

The geometry in ORCA input format:
```
! RIJCOSX wB97M-V def2-TZVPD def2/J DEFGRID3
* xyz 0 1
C 1.127 -2.643 -3.324
C 2.052 -1.525 -3.690
C 3.452 -1.797 -3.259
O 3.488 -1.610 -1.813
C 4.485 -2.402 -1.209
N 1.924 -1.264 -5.129
H 0.117 -2.272 -3.372
H 1.360 -3.026 -2.308
H 1.248 -3.437 -4.068
H 1.648 -0.644 -3.172
H 4.136 -1.075 -3.689
H 3.702 -2.822 -3.511
H 5.445 -2.369 -1.712
H 4.212 -3.478 -1.296
H 4.564 -2.098 -0.166
H 2.199 -2.054 -5.667
H 2.509 -0.486 -5.434
C -1.387 -2.536 4.779
C -0.188 -3.411 5.120
C 0.850 -3.324 3.964
O 0.331 -3.627 2.711
C 0.374 -5.003 2.322
N 0.301 -3.146 6.472
H -1.877 -2.745 3.819
H -1.088 -1.464 4.838
H -2.125 -2.658 5.565
H -0.540 -4.448 5.151
H 1.719 -3.938 4.191
H 1.299 -2.322 3.821
H -0.260 -5.666 2.913
H 1.370 -5.426 2.243
H 0.005 -4.978 1.331
H 0.503 -2.189 6.692
H 1.054 -3.732 6.816
C -6.588 -2.641 -2.413
C -5.250 -2.927 -1.710
C -4.978 -1.848 -0.677
O -5.071 -0.601 -1.273
C -4.859 0.443 -0.345
N -5.268 -4.202 -0.977
H -6.836 -3.432 -3.095
H -6.576 -1.650 -2.869
H -7.317 -2.614 -1.584
H -4.426 -2.999 -2.424
H -4.018 -2.053 -0.200
H -5.765 -1.947 0.085
H -4.999 1.391 -0.870
H -3.816 0.448 0.034
H -5.569 0.479 0.523
H -5.512 -4.915 -1.646
H -6.022 -4.163 -0.277
C -4.983 4.657 0.510
C -4.266 5.843 -0.109
C -3.279 6.402 0.899
O -2.268 5.448 1.153
C -1.164 5.939 1.917
N -3.706 5.416 -1.377
H -5.736 4.249 -0.167
H -5.496 5.035 1.386
H -4.257 3.890 0.824
H -4.938 6.665 -0.313
H -3.822 6.607 1.835
H -2.868 7.408 0.642
H -0.615 5.042 2.251
H -1.563 6.423 2.806
H -0.486 6.536 1.297
H -2.926 4.799 -1.192
H -3.130 6.163 -1.778
C -5.032 0.657 -4.618
C -4.551 1.890 -3.867
C -3.219 1.569 -3.212
O -2.247 1.318 -4.236
C -1.020 0.869 -3.682
N -4.581 3.074 -4.757
H -6.062 0.720 -4.933
H -4.938 -0.191 -3.918
H -4.455 0.469 -5.508
H -5.188 2.069 -3.014
H -3.349 0.672 -2.566
H -2.815 2.370 -2.546
H -0.288 0.886 -4.498
H -1.101 -0.114 -3.219
H -0.697 1.596 -2.962
H -3.830 2.995 -5.409
H -4.387 3.884 -4.186
C -1.135 -1.503 -0.620
C -0.042 -0.654 0.024
C -0.582 0.106 1.244
O -1.722 0.876 1.155
C -1.411 2.030 0.431
N 1.092 -1.449 0.477
H -2.089 -1.049 -0.979
H -1.452 -2.233 0.140
H -0.692 -1.979 -1.513
H 0.384 0.062 -0.663
H 0.249 0.688 1.668
H -0.796 -0.669 2.011
H -1.364 1.881 -0.636
H -0.486 2.524 0.834
H -2.159 2.800 0.650
H 1.555 -1.866 -0.316
H 0.828 -2.151 1.156
C 4.779 2.447 -1.084
C 3.528 2.184 -0.319
C 2.258 2.574 -1.059
O 2.380 3.862 -1.626
C 1.872 4.765 -0.640
N 3.571 0.805 0.136
H 5.632 2.301 -0.457
H 4.819 3.484 -1.526
H 4.780 1.763 -1.950
H 3.562 2.794 0.591
H 1.422 2.475 -0.358
H 2.156 1.875 -1.869
H 0.827 4.631 -0.343
H 1.884 5.756 -1.107
H 2.482 4.695 0.247
H 2.819 0.537 0.766
H 3.466 0.171 -0.651
C 5.094 -2.148 3.256
C 6.301 -1.237 3.325
C 7.541 -2.022 3.755
O 7.436 -2.474 5.080
C 8.115 -3.708 5.291
N 6.549 -0.819 1.947
H 5.383 -2.964 2.559
H 4.184 -1.617 2.954
H 4.845 -2.604 4.202
H 6.188 -0.402 3.999
H 8.460 -1.430 3.638
H 7.672 -2.779 2.998
H 9.157 -3.521 5.460
H 7.901 -4.450 4.503
H 7.722 -4.185 6.189
H 5.780 -0.347 1.499
H 7.385 -0.231 1.866
*
```

Computed properties:
- LUMO: 0.61 eV
- Orbital gap: 9.419 eV
- Structure (SMILES): COC[C@H](C)N.COC[C@H](C)N.COC[C@H](C)N.COC[C@H](C)N.COC[C@H](C)N.COC[C@H](C)N.COC[C@H](C)N.COC[C@H](C)N
- HOMO energy: -0.3236 Ha

---

#iii
# C32H88N8O8

A cluster of 8 separate species, C32H88N8O8 in total (ωB97M-V/def2-TZVPD, OMol25).

The geometry in ORCA input format:
```
! RIJCOSX wB97M-V def2-TZVPD def2/J DEFGRID3
* xyz 0 1
C -1.629 3.612 -4.115
C -1.762 3.659 -2.583
C -0.369 3.810 -1.858
O -0.398 3.944 -0.411
C 0.860 3.925 0.148
N -2.547 4.830 -2.238
H -1.412 4.595 -4.532
H -2.544 3.299 -4.617
H -0.745 3.049 -4.415
H -2.190 2.726 -2.218
H 0.272 4.652 -2.118
H 0.229 2.906 -1.982
H 0.737 4.228 1.188
H 1.542 4.622 -0.338
H 1.418 2.989 0.170
H -2.313 5.090 -1.291
H -1.966 5.600 -2.540
C 5.511 1.505 1.253
C 6.137 0.533 0.235
C 5.300 0.139 -0.998
O 4.926 1.223 -1.869
C 3.950 0.798 -2.792
N 7.448 1.098 -0.056
H 6.205 1.912 1.988
H 4.686 1.034 1.788
H 5.061 2.393 0.809
H 6.374 -0.407 0.734
H 4.404 -0.329 -0.589
H 5.875 -0.619 -1.530
H 4.416 0.206 -3.580
H 3.509 1.682 -3.250
H 3.213 0.294 -2.166
H 7.896 1.544 0.731
H 7.431 1.762 -0.817
C 1.240 -3.527 -1.895
C 1.959 -2.409 -2.562
C 2.639 -2.911 -3.816
O 3.226 -1.911 -4.544
C 3.531 -2.223 -5.912
N 1.061 -1.369 -2.795
H 0.661 -3.234 -1.019
H 1.966 -4.223 -1.474
H 0.680 -4.148 -2.594
H 2.709 -2.037 -1.864
H 1.790 -3.344 -4.346
H 3.419 -3.642 -3.600
H 2.680 -2.435 -6.560
H 4.059 -3.172 -6.014
H 4.069 -1.400 -6.383
H 1.626 -0.738 -3.346
H 0.474 -1.790 -3.500
C 1.820 -0.543 1.422
C 0.467 -0.353 0.674
C -0.636 0.376 1.402
O -1.773 0.471 0.673
C -2.894 1.105 1.340
N 0.622 0.250 -0.627
H 2.552 -1.084 0.824
H 1.642 -1.124 2.327
H 2.139 0.476 1.641
H 0.198 -1.394 0.497
H -0.318 1.382 1.674
H -0.961 -0.250 2.233
H -2.826 2.142 1.666
H -3.299 0.506 2.156
H -3.706 1.126 0.613
H 0.822 -0.493 -1.281
H -0.236 0.698 -0.915
C -9.794 -0.588 2.046
C -9.793 0.513 0.984
C -8.552 0.459 0.039
O -7.325 0.786 0.692
C -7.067 2.151 0.753
N -11.001 0.384 0.260
H -8.991 -0.289 2.720
H -9.584 -1.584 1.658
H -10.608 -0.604 2.771
H -9.746 1.498 1.450
H -8.567 1.078 -0.858
H -8.477 -0.573 -0.302
H -6.725 2.571 -0.192
H -6.282 2.401 1.467
H -8.024 2.650 0.909
H -10.996 1.117 -0.434
H -11.672 0.635 0.971
C -0.246 1.676 4.845
C 0.378 2.109 6.227
C 1.815 2.045 6.320
O 2.298 0.643 6.401
C 3.550 0.545 5.858
N -0.105 3.461 6.615
H 0.357 1.055 4.183
H -0.352 2.532 4.178
H -1.275 1.337 4.967
H 0.020 1.466 7.031
H 2.231 2.573 7.177
H 2.173 2.625 5.470
H 4.240 0.964 6.591
H 3.619 0.836 4.810
H 3.766 -0.523 5.882
H 0.124 3.619 7.587
H 0.246 4.192 6.013
C 6.628 -3.265 1.841
C 5.194 -2.766 1.466
C 4.247 -3.902 1.081
O 4.939 -4.774 0.161
C 4.447 -5.004 -1.101
N 4.506 -2.076 2.562
H 7.135 -3.750 1.007
H 6.551 -4.036 2.607
H 7.240 -2.425 2.170
H 5.362 -2.060 0.652
H 3.302 -3.488 0.727
H 4.072 -4.575 1.921
H 4.345 -4.061 -1.637
H 3.471 -5.469 -0.960
H 5.071 -5.725 -1.629
H 3.514 -1.977 2.398
H 4.755 -2.701 3.315
C -2.543 -1.490 -3.853
C -2.848 -0.749 -2.489
C -4.343 -0.822 -2.058
O -4.893 -2.119 -2.366
C -6.257 -2.295 -2.200
N -1.944 -1.212 -1.451
H -2.563 -2.561 -3.653
H -1.602 -1.074 -4.213
H -3.384 -1.327 -4.526
H -2.575 0.281 -2.721
H -4.993 -0.178 -2.651
H -4.504 -0.426 -1.056
H -6.489 -3.341 -2.402
H -6.935 -1.675 -2.787
H -6.415 -2.180 -1.128
H -0.968 -1.062 -1.662
H -2.083 -0.564 -0.688
*
```

Computed properties:
- LUMO: 0.59 eV
- Orbital gap: 8.942 eV
- Structure (SMILES): COC[C@H](C)N.COC[C@H](C)N.COC[C@H](C)N.COC[C@H](C)N.COC[C@H](C)N.COC[C@H](C)N.COC[C@H](C)N.COC[C@H](C)N
- HOMO energy: -0.3070 Ha

---

The least stable of them is #iii.